Record 1
Density functional theory data (ωB97M-V/def2-TZVPD) for a structure of composition C28H21PSe5Ta.

Geometry as XYZ:
```
56
Properties=species:S:1:pos:R:3
Ta 0.236 0.517 0.282
Se -1.962 0.271 -0.917
Se -2.295 1.014 1.274
Se -2.214 -0.947 2.540
Se 1.175 2.669 0.987
Se 0.059 -1.293 2.041
P 2.577 -0.630 0.330
C 3.515 -0.330 1.844
C 3.566 -4.584 0.029
C 0.980 1.943 3.836
C 3.432 -1.202 2.930
C 5.349 0.541 -2.426
C 1.493 2.805 2.880
C 3.161 1.329 -3.114
C 2.510 -5.085 -0.719
C 3.594 -3.246 0.384
C 4.780 -0.005 -1.267
C 2.652 4.034 4.585
C 4.043 -0.877 4.128
C 2.353 2.034 -4.037
C 1.478 -4.246 -1.119
C 4.212 0.870 1.979
C 1.154 0.921 -1.683
C 4.551 1.189 -3.329
C 1.024 2.187 -3.794
C 1.318 2.126 5.167
C 3.432 0.121 -1.045
C 0.441 1.634 -2.634
C 4.820 1.189 3.181
C 2.155 3.166 5.544
C 2.553 -2.405 0.000
C 1.498 -2.913 -0.758
C 2.324 3.860 3.250
C 2.570 0.782 -1.953
C 4.735 0.320 4.256
H 2.411 3.305 6.585
H 4.430 -2.864 0.957
H 0.399 2.733 -4.485
H 3.295 4.855 4.873
H 0.920 1.451 5.912
H 2.492 -6.130 -0.993
H 2.810 2.451 -4.924
H 0.658 -4.635 -1.706
H 6.411 0.445 -2.601
H 4.268 1.564 1.151
H 0.684 -2.266 -1.074
H 4.373 -5.234 0.335
H 3.980 -1.562 4.961
H 2.898 -2.141 2.847
H 2.716 4.540 2.507
H 5.354 2.124 3.278
H 5.209 0.570 5.194
H 0.327 1.127 3.554
H 4.979 1.614 -4.226
H 5.410 -0.522 -0.554
H -0.617 1.817 -2.506
```

The orbital gap comes out at 6.75 eV. As for the total charge: +1. The highest occupied orbital energy comes out at -11.04 eV. Its multiplicity is 1.

Atomic partial charges in e from the Löwdin method, atoms 1 to 4:
1 Ta 0.524
2 Se 0.234
3 Se 0.062
4 Se 0.120


Record 2
Density functional theory data (ωB97M-V/def2-TZVPD) for a cluster of 12 separate species, C44H64O36 in total in a non-equilibrium geometry.

Geometry as XYZ:
```
144
Properties=species:S:1:pos:R:3
O 2.268 -4.888 4.425
O 8.097 -1.954 1.336
O -0.242 0.334 5.810
O -2.913 -2.075 -0.674
O -4.789 1.126 -1.150
O 5.920 -2.381 0.950
O 3.795 -3.643 -5.010
O 2.473 -4.155 -3.314
O 2.653 6.245 -1.893
O 0.936 -0.045 -3.856
O 7.180 -3.953 1.848
O -3.140 2.403 -0.388
O 0.381 -1.780 5.561
O 0.677 -1.147 -0.162
O -1.286 7.917 0.545
O -0.189 -1.021 7.598
O -0.600 5.867 -0.029
O -3.684 0.498 0.683
O -1.372 -5.863 -2.896
O -3.595 -1.801 -2.802
O 1.544 0.580 -5.901
O -5.068 -1.909 -1.109
O 2.289 -1.395 1.404
O 0.792 -1.493 -5.587
O 1.902 -4.341 2.289
O 0.774 -6.026 3.134
O -1.571 -6.579 -0.770
O -2.978 2.579 3.416
O 0.455 6.986 1.608
O 3.129 -5.780 -4.710
O 0.945 0.381 1.419
O -2.263 4.498 4.240
O 2.231 4.073 -1.793
O -0.930 -4.472 -1.216
O -2.524 4.278 2.014
O 0.907 5.406 -3.021
C -1.336 -5.732 -1.573
C 4.927 -3.309 1.445
C -3.511 -2.720 0.438
C -2.105 3.581 5.350
C -2.548 3.832 3.117
C 3.510 6.442 0.341
C -2.091 -4.256 -4.538
C -2.756 4.256 6.564
C 3.389 -2.697 -1.701
C 7.153 -2.666 1.391
C 1.834 5.263 -2.289
C -2.219 2.949 -2.515
C -3.479 2.969 -1.696
C -0.982 -4.640 -3.586
C -1.552 6.235 -1.024
C -0.542 -1.896 3.428
C -3.836 -1.915 -1.643
C -0.313 -0.146 -0.462
C -0.769 -3.711 -2.394
C -2.819 2.330 4.796
C 3.822 -2.469 -4.191
C 1.234 -4.878 1.148
C 1.696 -5.069 3.405
C 3.336 4.242 -0.935
C 0.014 2.302 0.383
C 1.061 -0.428 -5.140
C 1.470 1.274 -3.684
C 5.858 -4.390 2.064
C 1.649 1.791 -5.112
C 1.411 -0.772 0.898
C 2.787 -2.771 -3.077
C -2.037 7.634 -0.622
C -0.030 -0.843 6.436
C -5.003 -2.347 0.267
C -4.604 2.057 -2.197
C -3.826 1.261 -0.224
C 3.658 5.762 -0.986
C 0.246 0.268 4.445
C -5.929 -3.524 0.441
C 3.153 -4.638 -4.387
C -0.216 0.840 0.702
C 0.206 -5.770 1.843
C 0.555 -1.229 4.245
C -0.392 6.941 0.777
H 3.456 7.528 0.236
H -1.827 -3.332 -5.058
H -3.105 7.661 -0.434
H -0.509 0.643 3.757
H -0.865 2.939 0.440
H -1.053 3.454 5.606
H -2.360 3.596 -3.390
H 2.713 -3.032 -0.914
H -2.361 5.498 -1.060
H 3.689 -1.669 -1.478
H 1.980 -5.466 0.606
H -3.852 3.960 -1.448
H -5.280 -1.516 0.910
H -1.342 3.388 -2.038
H -6.907 -3.368 -0.017
H 2.415 1.241 -3.139
H 0.539 2.408 -0.570
H -5.525 2.605 -2.395
H -1.238 -0.675 -0.658
H 1.545 -1.372 3.824
H -3.650 3.709 6.868
H 0.225 -3.253 -2.445
H 2.592 2.247 -5.389
H -3.019 5.293 6.367
H -3.763 2.209 5.329
H 2.582 6.157 0.834
H -2.083 4.291 7.421
H -5.552 -4.411 -0.083
H -0.021 -6.735 1.396
H -1.482 -1.892 3.981
H 4.388 -2.780 2.220
H -3.088 -4.162 -4.123
H -1.773 8.305 -1.440
H -1.968 1.946 -2.864
H 1.907 -2.143 -3.191
H 5.663 -4.428 3.141
H -2.232 1.436 4.996
H -3.338 -3.784 0.600
H 4.221 3.679 -1.255
H -0.030 -4.782 -4.092
H 5.644 -5.415 1.763
H -3.151 -2.212 1.335
H 1.095 0.948 4.506
H 0.696 2.715 1.131
H -2.008 -5.024 -5.314
H -0.273 -2.940 3.263
H 4.777 -2.322 -3.679
H 4.241 -3.373 -1.606
H 4.357 6.262 1.005
H -1.078 0.804 1.377
H 3.211 3.839 0.074
H 0.746 1.849 -3.122
H -0.773 -5.282 1.877
H -1.384 -2.809 -2.428
H -4.354 1.603 -3.159
H 4.363 -3.669 0.599
H 0.811 -4.100 0.525
H 4.659 5.837 -1.405
H -1.166 6.118 -2.037
H 0.790 2.410 -5.370
H -0.734 -1.428 2.459
H -0.045 0.421 -1.356
H 3.669 -1.671 -4.915
H -6.059 -3.837 1.477
```

The orbital gap comes out at 10.61 eV. As for the total charge: 0. The highest occupied orbital energy comes out at -10.76 eV. Its multiplicity is 1.

Atomic partial charges in e from the Löwdin method, atoms 1 to 4:
1 O 0.171
2 O 0.168
3 O 0.031
4 O 0.013


Record 3
Density functional theory data (ωB97M-V/def2-TZVPD) for a cluster of 2 separate species, C3H4Cl2N4 in total in a non-equilibrium geometry.

Geometry as XYZ:
```
13
Properties=species:S:1:pos:R:3
Cl -1.267 -2.365 0.379
Cl -2.973 0.219 -0.751
N 0.051 1.753 1.004
N 1.061 1.048 0.686
N 2.067 -0.758 -0.241
N -1.097 1.450 0.525
C 0.948 0.003 -0.118
C -0.247 -0.375 -0.750
C -1.367 0.456 -0.316
H -1.844 1.912 1.139
H 2.715 -0.565 0.521
H -0.124 -0.995 -1.519
H 2.076 -1.783 -0.559
```

The orbital gap (spin up / spin down) comes out at 7.29 / 7.30 eV. As for the total charge: 0. The highest occupied orbital energy (spin up / spin down) comes out at -7.98 / -7.98 eV. Its multiplicity is 1.

Atomic partial charges in e from the Löwdin method, atoms 1 to 4:
1 Cl -0.201
2 Cl 0.767
3 N 0.014
4 N 0.091


Record 4
Density functional theory data (ωB97M-V/def2-TZVPD) for a cluster of 2 separate species, C5H11O2 in total in a non-equilibrium geometry.

Geometry as XYZ:
```
18
Properties=species:S:1:pos:R:3
O -2.273 -0.531 -0.366
O -1.234 -0.315 -2.370
C -1.649 0.018 -1.264
C 3.087 0.180 1.225
C 1.727 -0.446 0.916
C 0.740 -0.539 2.045
C -1.197 1.508 -0.855
H 1.098 -0.076 2.972
H 1.324 0.099 0.048
H 3.784 -0.595 1.568
H 3.064 0.769 2.151
H 1.843 -1.371 0.338
H 3.518 0.822 0.467
H -0.218 -0.037 1.883
H -0.151 1.329 -0.623
H -1.799 1.926 -0.068
H 0.475 -1.557 2.326
H -1.176 2.114 -1.756
```

The orbital gap (spin up / spin down) comes out at 11.80 / 6.98 eV. As for the total charge: 0. The highest occupied orbital energy (spin up / spin down) comes out at -10.98 / -10.48 eV. The expectation value of S² is 0.76. Its multiplicity is 2.

Atomic partial charges in e from the Löwdin method, atoms 1 to 4:
1 O 0.193
2 O 0.110
3 C -0.637
4 C -0.117


| no. | E_tot (Ha) |
| --- | --- |
| 1 | -13485.0160 |
| 2 | -4423.8260 |
| 3 | -1256.0267 |
| 4 | -347.4925 |